1.
{"formula": "C4H10N4O2", "method": "ωB97M-V/def2-TZVPD", "elements": ["C", "C", "C", "C", "N", "N", "N", "N", "O", "O", "H", "H", "H", "H", "H", "H", "H", "H", "H", "H"], "positions_angstrom": [[-4.145646, 0.023372, 0.187781], [-0.467776, 0.850580, -0.388117], [-2.705081, 0.317140, 0.151595], [1.638489, -0.845398, 0.725886], [0.473312, 1.698947, -0.229259], [-1.656520, 0.992477, 0.359378], [2.077832, 0.833938, -0.850361], [1.449024, -0.358437, -0.659459], [0.670517, 2.697942, 0.341732], [-3.151214, -0.502178, -0.775196], [-4.604133, -0.729783, 0.743976], [-4.978834, 0.741704, -0.134274], [-0.421469, 0.044747, -1.054251], [0.666613, -0.754751, 1.259032], [1.787810, -1.980363, 0.697132], [2.487150, -0.386194, 1.320682], [-1.686189, 1.621624, 1.165036], [2.218859, 1.147047, -1.790169], [2.775166, 1.235782, -0.116355], [1.564844, -1.123759, -1.335055]], "forces_ev_per_a": [[-0.7, 2.1, -0.5], [-1.1, 1.3, 0.1], [-4.1, -1.8, -1.6], [-0.4, -2.1, 0.9], [0.6, -0.3, -0.2], [1.2, 1.0, 0.9], [-1.9, 0.4, 1.7], [3.5, -2.4, 0.6], [-0.2, 1.7, 0.8], [1.4, 1.1, 0.3], [0.1, -1.3, 1.4], [1.8, -0.6, -0.2], [0.0, -0.6, -0.7], [0.8, 0.3, 0.0], [0.1, 1.6, 0.0], [-1.0, -0.4, -1.0], [0.2, 0.1, -0.1], [0.3, 0.1, -0.9], [-1.3, -1.0, -1.4], [0.7, 0.8, -0.2]], "total_charge": 2, "spin_multiplicity": 1, "orbital_gap_ev": [8.137, 8.173]}

2.
{"formula": "C31H89FeN7O11", "method": "ωB97M-V/def2-TZVPD", "elements": ["Fe", "C", "O", "H", "H", "H", "C", "C", "O", "H", "H", "H", "H", "H", "O", "H", "H", "O", "H", "H", "C", "C", "C", "O", "C", "N", "H", "H", "H", "H", "H", "H", "H", "H", "H", "H", "H", "C", "C", "C", "O", "C", "N", "H", "H", "H", "H", "H", "H", "H", "H", "H", "H", "H", "C", "C", "C", "O", "C", "N", "H", "H", "H", "H", "H", "H", "H", "H", "H", "H", "H", "C", "C", "C", "O", "C", "N", "H", "H", "H", "H", "H", "H", "H", "H", "H", "H", "H", "C", "C", "C", "O", "C", "N", "H", "H", "H", "H", "H", "H", "H", "H", "H", "H", "H", "C", "C", "C", "O", "C", "N", "H", "H", "H", "H", "H", "H", "H", "H", "H", "H", "H", "C", "C", "C", "O", "C", "N", "H", "H", "H", "H", "H", "H", "H", "H", "H", "H", "H"], "positions_angstrom": [[-3.183438, 2.096320, 3.309360], [-0.792418, 1.851970, 5.733600], [-1.778038, 2.293880, 4.805260], [-1.315608, 1.432380, 6.592860], [-0.046628, 1.072410, 5.578050], [-0.268098, 2.691390, 6.190280], [0.243332, -0.053850, 2.277740], [-1.161928, -0.111430, 1.640430], [-2.067338, 0.878450, 2.094960], [0.555202, 0.956500, 2.013090], [0.890192, -0.800240, 1.816670], [0.257342, -0.280850, 3.343750], [-1.562128, -1.109590, 1.818300], [-1.042158, -0.150040, 0.557720], [-4.163968, 0.495710, 4.180100], [-4.837728, 0.720340, 4.821830], [-4.041008, -0.448120, 4.281610], [-2.387428, 3.818690, 2.421490], [-2.677798, 4.572570, 1.908110], [-1.487158, 4.029400, 2.669180], [3.746512, -4.163740, 2.375960], [3.420602, -5.008930, 1.077410], [2.160132, -4.478360, 0.358630], [1.106622, -4.906450, 1.184300], [-0.173308, -4.342130, 0.890920], [4.565472, -4.919400, 0.167800], [3.807902, -3.107830, 2.112550], [4.720222, -4.332090, 2.836020], [3.021812, -4.167270, 3.190160], [3.344132, -6.062980, 1.344290], [1.988512, -4.816630, -0.663240], [2.144462, -3.389580, 0.407910], [-0.281918, -3.819430, -0.059390], [-0.322368, -3.587060, 1.662760], [-0.996278, -5.056580, 0.910360], [4.316322, -5.505200, -0.616330], [5.337412, -5.340020, 0.665080], [2.573442, 3.065250, 2.930470], [1.527582, 3.971990, 2.366250], [1.328902, 3.798730, 0.944810], [2.417072, 4.370920, 0.154850], [2.227462, 4.282300, -1.262120], [0.262702, 3.854170, 3.109200], [2.670622, 3.211000, 4.006290], [3.455112, 3.405860, 2.387570], [2.498772, 1.985810, 2.798830], [1.828232, 5.014860, 2.466930], [0.424322, 4.331190, 0.651010], [1.064672, 2.753560, 0.783880], [1.303232, 4.678700, -1.682550], [2.238912, 3.211200, -1.463890], [3.015682, 4.727150, -1.869520], [0.105872, 4.703440, 3.632870], [0.327512, 3.153180, 3.833430], [7.435082, -1.411870, -1.848670], [6.393092, -2.084030, -1.030240], [5.026922, -1.422970, -0.945170], [5.196642, -0.176450, -0.311310], [4.055432, 0.659990, -0.205770], [6.393882, -3.457110, -1.501300], [7.559232, -0.354440, -1.615180], [7.156442, -1.423080, -2.902390], [8.429382, -1.840780, -1.724140], [6.796502, -2.000740, -0.021070], [4.392722, -2.122090, -0.400080], [4.571302, -1.391830, -1.934880], [3.605282, 0.805580, -1.187750], [4.308952, 1.611270, 0.262100], [3.347542, 0.197040, 0.481740], [5.882252, -3.981980, -0.806430], [5.695352, -3.536000, -2.226510], [-3.882548, 3.021800, -5.084930], [-2.763088, 3.961440, -4.605260], [-1.854228, 3.447720, -3.414200], [-2.711028, 3.013160, -2.412370], [-2.143928, 2.601030, -1.180710], [-1.911848, 4.272780, -5.760250], [-4.303938, 2.636700, -4.156370], [-3.630218, 2.156880, -5.698410], [-4.689298, 3.603010, -5.531530], [-3.210078, 4.890500, -4.251520], [-1.160228, 4.229760, -3.106190], [-1.295828, 2.551850, -3.685690], [-1.477958, 3.289030, -0.659910], [-1.534668, 1.710900, -1.337520], [-2.878928, 2.219780, -0.471820], [-1.578938, 3.403350, -6.151860], [-1.056688, 4.708890, -5.446220], [-4.607668, -4.161870, 4.246180], [-3.726088, -2.916090, 4.173600], [-2.176038, -3.305480, 4.376290], [-1.481848, -2.059960, 4.722870], [-0.249988, -2.270510, 5.318260], [-3.985598, -2.212190, 2.921590], [-4.627558, -4.649430, 3.271510], [-5.661498, -3.918380, 4.381240], [-4.382328, -4.869420, 5.044110], [-3.950368, -2.207920, 4.971280], [-1.719928, -3.726980, 3.480520], [-2.088798, -3.971700, 5.234560], [-0.233848, -2.726210, 6.308300], [0.294422, -1.327100, 5.359580], [0.316882, -2.861470, 4.598870], [-3.438428, -1.395710, 2.689090], [-3.794178, -2.803890, 2.125760], [3.380582, 1.024700, -4.578860], [1.944422, 0.579120, -4.853570], [1.123262, 0.250620, -3.615930], [1.782202, -0.764570, -2.802890], [1.223862, -1.119850, -1.528000], [1.448122, 1.685690, -5.688110], [3.789512, 1.215190, -5.571120], [3.941932, 0.216460, -4.110100], [3.417952, 1.917260, -3.954320], [2.022472, -0.259210, -5.545830], [0.187802, -0.248170, -3.869370], [0.924792, 1.174670, -3.072930], [1.867062, -1.788280, -0.955640], [0.302062, -1.686500, -1.659450], [1.013982, -0.340120, -0.795840], [0.691172, 1.292390, -6.228900], [2.222522, 1.812810, -6.323910], [-2.682608, -0.717120, -2.447790], [-4.013668, -0.096740, -1.942940], [-5.103568, -0.386670, -2.964600], [-6.426558, -0.043610, -2.488530], [-6.726598, 1.343780, -2.322170], [-4.293618, -0.548700, -0.582830], [-2.640118, -0.634950, -3.533850], [-2.700858, -1.803590, -2.362060], [-1.772318, -0.330860, -1.989230], [-3.966928, 0.991920, -1.915780], [-5.172398, -1.442490, -3.226510], [-4.882178, 0.091630, -3.918700], [-6.068278, 1.900100, -1.654910], [-7.712318, 1.372970, -1.857820], [-6.741628, 1.877650, -3.272360], [-4.037778, 0.135900, 0.114290], [-5.301608, -0.547780, -0.519120]], "forces_ev_per_a": [[6.3, -2.6, 0.4], [-1.3, 0.0, 1.4], [-1.1, -0.2, -1.8], [-0.3, -0.1, 0.2], [-0.1, 0.0, -1.5], [0.1, 0.5, -0.5], [-1.0, 0.4, -0.6], [0.3, -1.0, 1.0], [-1.6, 1.4, 0.8], [0.7, -0.1, 0.5], [0.0, 0.1, -0.3], [-0.2, 0.4, 0.0], [-0.4, -0.1, 0.4], [-0.3, 0.9, -0.3], [-0.7, 1.4, 0.0], [-0.4, 0.1, 0.4], [0.5, -0.7, -0.5], [-2.3, -0.2, -0.2], [-0.6, 0.1, -0.3], [2.3, -0.6, 0.5], [-0.3, 0.5, -0.7], [0.6, 0.9, 0.8], [0.0, -0.2, 1.6], [-1.5, -0.7, -0.3], [0.4, 0.5, 0.5], [-0.7, 0.2, 0.5], [0.0, 0.2, -0.4], [0.1, -0.7, -0.3], [-0.3, -0.6, -0.3], [-0.9, 0.0, 0.2], [0.4, -0.1, -0.2], [0.5, 0.3, -0.4], [0.6, -0.1, -0.3], [-0.4, 0.2, 0.1], [0.3, -0.4, 0.3], [0.5, -0.2, -0.3], [0.4, -0.2, -0.3], [1.1, 0.3, 0.1], [0.0, 0.8, 1.9], [-0.7, 0.5, -3.2], [-0.7, -0.2, 0.6], [-0.1, -1.4, 0.2], [-0.8, 0.3, 0.1], [0.3, 0.3, 0.0], [0.6, -0.4, 0.5], [-0.6, 0.1, -0.5], [0.5, 0.0, 0.3], [-0.3, 0.3, -0.1], [0.6, -0.5, -0.8], [-0.4, 0.3, 0.6], [-0.1, -0.2, -0.5], [0.4, 0.2, 0.8], [0.2, 0.3, 0.1], [-0.1, -0.4, -0.2], [0.4, 1.9, -1.0], [1.0, 0.2, 0.4], [0.3, -0.4, -0.3], [0.0, 0.6, 0.0], [0.2, -0.8, 0.1], [-0.9, -0.6, 0.6], [-0.2, 0.2, 0.2], [0.1, -0.2, -0.2], [-0.3, -0.4, 0.0], [-0.1, -0.6, 0.4], [-0.3, 0.1, 0.6], [-0.1, 0.6, -0.4], [-0.2, 0.1, -0.1], [0.4, 0.0, -0.3], [-0.5, -0.2, 0.0], [0.3, -0.2, 0.4], [0.1, 0.3, -0.9], [-0.3, 0.4, 1.7], [1.4, -0.5, -0.4], [-1.0, -0.8, -1.2], [-1.2, 0.5, 2.3], [0.6, -0.9, -0.5], [0.1, 0.1, 0.2], [-0.3, -0.3, 0.0], [0.4, 0.3, -0.1], [0.2, -0.1, -0.4], [-0.2, 0.0, 0.0], [0.0, 0.2, 0.1], [0.6, 0.1, -0.7], [-0.2, 0.7, -0.2], [0.4, -0.2, -0.3], [-0.5, 0.5, -0.2], [-0.1, -0.3, -0.2], [0.2, 0.5, 0.0], [-0.7, 0.3, -0.3], [2.1, -0.5, -0.3], [-1.1, 1.9, 0.8], [-2.0, -0.4, -0.3], [1.3, 0.0, -0.9], [-0.4, -0.2, -0.5], [0.4, -0.3, 0.0], [0.0, 0.4, 0.1], [0.4, 0.1, -0.2], [0.0, -0.2, 0.5], [-0.1, -0.2, -0.1], [0.0, -0.3, -0.1], [-0.4, -0.2, 0.0], [-0.2, 0.2, 0.2], [0.6, -0.5, 0.3], [0.4, 0.2, 0.6], [-0.3, -0.4, -0.1], [-0.1, -1.0, 0.5], [1.4, 0.2, -0.4], [-0.3, -1.2, 0.6], [0.7, 0.7, 0.7], [-0.4, -0.2, -0.6], [-1.1, -0.3, 0.7], [0.5, 0.1, 0.3], [0.2, 0.1, 0.1], [0.0, 0.1, -0.1], [-0.1, -0.8, 0.6], [-0.5, 0.5, -0.4], [0.0, 0.1, 0.3], [0.6, 0.0, -0.7], [-0.3, 0.0, -0.2], [0.0, 0.9, -0.4], [-0.3, 0.3, -0.4], [-0.3, 0.5, -0.4], [-0.9, -0.1, -0.6], [1.3, 0.4, -0.3], [-1.2, -0.3, 0.4], [0.8, 0.2, 0.0], [-0.1, -0.4, -0.1], [-0.9, -0.5, 0.0], [0.3, 0.7, -0.2], [-0.1, -0.1, 0.7], [-0.2, 0.1, 0.0], [0.5, 0.1, -0.3], [0.0, -0.2, 0.4], [0.1, 0.5, 0.1], [0.5, -0.2, 0.1], [-0.1, 0.0, -0.2], [-0.1, -0.1, -0.2], [0.5, 0.2, -0.1], [-0.5, -0.4, 0.2]], "total_charge": 1, "spin_multiplicity": 6, "orbital_gap_ev": [6.269, 4.871]}

3.
{"formula": "C5H8FN", "method": "ωB97M-V/def2-TZVPD", "elements": ["C", "C", "C", "C", "C", "H", "H", "H", "H", "H", "H", "H", "H", "N", "F"], "positions_angstrom": [[0.370924, 0.168606, -1.235971], [0.134950, -0.960367, -0.226986], [0.916989, -0.462207, 0.973287], [-0.360792, 0.984215, -0.222713], [-1.260474, -0.267199, 0.017490], [1.442629, 0.411647, -1.429181], [0.259205, -2.019565, -0.546301], [0.586089, -0.901178, 1.951593], [1.992217, -0.645683, 0.832042], [0.105725, 1.337599, 1.742913], [-0.830504, 1.936459, -0.515331], [-1.705010, -0.310080, 1.015270], [-1.970653, -0.265849, -0.818801], [0.577014, 1.016566, 0.899636], [-0.258309, -0.022963, -2.436946]], "forces_ev_per_a": [[2.5, -0.5, -0.1], [-1.1, -1.3, -0.4], [0.1, 0.2, 0.7], [-1.4, 1.2, 0.4], [0.4, 0.8, -0.3], [-0.7, 0.1, 0.0], [-0.1, 0.7, 0.4], [0.3, 0.2, -0.9], [-0.2, 0.2, 0.2], [0.1, -0.2, -0.2], [0.4, -0.2, 0.3], [-0.1, -0.3, -0.2], [0.1, -0.7, 0.4], [0.4, -0.3, -0.1], [-0.4, 0.1, -0.2]], "total_charge": 0, "spin_multiplicity": 1, "orbital_gap_ev": 10.109}

4.
{"formula": "C12H14BN9Pd", "method": "ωB97M-V/def2-TZVPD", "elements": ["H", "N", "B", "N", "C", "Pd", "H", "C", "H", "C", "H", "C", "H", "H", "H", "N", "N", "N", "N", "C", "C", "H", "H", "C", "C", "C", "C", "H", "H", "H", "H", "H", "N", "C", "N", "C", "N"], "positions_angstrom": [[-2.735416, -1.811222, 1.091091], [-1.802887, -1.528730, -0.767076], [-1.071045, -1.560428, -3.219581], [-1.967282, -2.042304, -2.038834], [-2.969281, -2.946802, -2.010681], [-0.623124, 0.112050, -0.262008], [-3.259111, -3.453408, -2.915492], [-3.450928, -3.020516, -0.699144], [-4.236866, -3.635201, -0.325150], [-2.694238, -2.101225, 0.053347], [-1.352290, -2.101750, -4.247012], [3.450229, 1.661396, 2.408583], [2.825809, 2.463675, 2.816563], [3.136969, 1.449387, 1.379659], [4.509885, 1.950023, 2.414970], [0.425851, -1.833969, -2.793189], [-1.206019, -0.011949, -3.325157], [0.878267, -1.260771, -1.619961], [-0.950518, 0.781351, -2.228132], [1.427138, -2.533364, -3.378057], [-1.523352, 0.783289, -4.368961], [1.232416, -3.047242, -4.311991], [-1.761038, 0.342057, -5.327534], [2.554141, -2.404905, -2.569490], [-1.472878, 2.105683, -3.934907], [2.160786, -1.595470, -1.476923], [-1.122181, 2.064247, -2.575201], [3.530452, -2.820770, -2.723038], [-1.665146, 2.991895, -4.507370], [2.717864, -1.238644, -0.610201], [-0.984464, 2.846054, -1.843366], [3.309443, 0.789519, 2.991728], [-1.810608, 1.089063, 1.088842], [-1.275586, 1.426990, 2.112620], [-1.244686, 1.875757, 3.298789], [-0.208175, 2.374922, 3.925826], [0.620960, 2.842502, 4.602120]], "forces_ev_per_a": [[-0.1, -0.1, 0.0], [-0.6, -0.7, -0.1], [-0.9, 0.6, 0.3], [0.4, 0.4, 0.7], [0.2, 0.4, 1.1], [0.8, -1.2, -2.0], [-0.1, -0.1, 0.0], [0.5, 0.4, -0.2], [-0.3, -0.3, 0.0], [0.0, -0.4, -1.6], [0.2, 0.0, 0.2], [0.0, 0.9, -0.7], [0.3, -0.1, -0.1], [0.1, 0.1, 0.1], [-0.4, 0.0, 0.0], [1.6, -1.6, -1.6], [0.3, 0.1, 0.7], [2.4, 0.1, 1.4], [-0.2, 0.5, -0.4], [-3.6, 1.2, -0.1], [0.2, 0.3, 0.7], [0.3, 0.0, 0.1], [0.0, 0.2, 0.1], [1.3, -0.2, 0.4], [0.0, -0.1, 0.1], [-2.2, 1.2, 0.8], [-0.1, -1.1, -0.9], [0.2, -0.2, -0.1], [-0.1, 0.1, -0.1], [0.0, -0.3, -0.4], [-0.1, 0.1, -0.2], [0.0, -0.9, 0.7], [1.8, 0.6, 2.2], [-2.8, -0.5, -2.5], [1.7, 0.9, 1.6], [-1.4, -0.7, -0.6], [0.5, 0.2, 0.2]], "total_charge": 2, "spin_multiplicity": 5, "orbital_gap_ev": [9.240, 4.419]}

5.
{"formula": "C3H5ClS", "method": "ωB97M-V/def2-TZVPD", "elements": ["C", "C", "C", "S", "Cl", "H", "H", "H", "H", "H"], "positions_angstrom": [[0.169963, 0.757196, -0.004078], [-1.265177, 0.919321, -0.001742], [1.019986, -1.622683, 0.054260], [1.418054, 1.719550, -0.014351], [2.644840, -1.204449, 0.000570], [-1.600951, 1.153184, -1.130970], [-1.686240, 0.086671, 0.509150], [-1.645820, 1.798349, 0.469470], [0.505809, -1.696947, -0.859409], [0.439539, -1.910196, 0.977096]], "forces_ev_per_a": [[2.3, -1.0, 0.3], [-0.9, 0.8, -2.6], [-2.0, 2.6, 1.6], [-0.5, -0.4, 0.0], [0.0, -0.3, 0.3], [0.5, -1.3, 2.3], [-0.9, -0.9, -0.4], [0.2, 0.9, 0.7], [-0.2, -0.6, -1.1], [1.4, 0.2, -1.0]], "total_charge": 0, "spin_multiplicity": 1, "orbital_gap_ev": 7.473}